Entry 1:
2 unconnected molecules or ions with the total composition C20H23O, computed with the ωB97M-V functional and the def2-TZVPD basis.

Atoms and positions in Å:
C1 0.183 3.536 0.416
C2 0.441 2.742 -0.847
C3 0.016 3.345 -2.147
C4 -0.782 2.521 -3.120
C5 -1.451 3.630 -2.361
C6 1.059 1.547 -0.741
H1 -0.394 4.441 0.195
H2 -0.377 2.932 1.146
H3 1.125 3.829 0.899
H4 0.697 4.080 -2.601
H5 -0.631 2.706 -4.185
H6 -0.985 1.490 -2.829
H7 -2.131 3.370 -1.547
H8 -1.718 4.518 -2.938
H9 1.210 0.918 -1.622
H10 1.553 1.271 0.186
C7 -4.678 -2.981 -0.572
O1 -4.325 -1.998 0.424
C8 -3.019 -1.682 0.618
C9 -2.753 -0.747 1.653
C10 -1.462 -0.391 1.941
C11 -0.358 -0.902 1.187
C12 0.947 -0.460 1.525
C13 2.183 -1.150 1.377
C14 3.352 -0.529 1.919
C15 4.619 -1.007 1.626
C16 4.773 -2.131 0.799
C17 3.639 -2.821 0.348
C18 2.361 -2.398 0.707
C19 -0.652 -1.768 0.099
C20 -1.942 -2.214 -0.137
H11 -5.767 -2.995 -0.535
H12 -4.335 -2.684 -1.572
H13 -4.278 -3.970 -0.311
H14 -3.599 -0.352 2.209
H15 -1.258 0.285 2.773
H16 0.985 0.427 2.165
H17 3.218 0.341 2.565
H18 5.495 -0.505 2.039
H19 5.771 -2.474 0.527
H20 3.759 -3.704 -0.283
H21 1.497 -3.022 0.483
H22 0.147 -2.079 -0.573
H23 -2.134 -2.967 -0.905

- frontier orbital gap (hartree) = 0.2243
- total charge = +1
- E_tot (eV) = -23151.4539
- ΔE to the lowest compared entry with this formula, charge and spin (kJ/mol) = 69.23
- E_HOMO (eV) = -11.62
- 2S+1 = 1

Entry 2:
A molecular structure, C20H24AsBF6O3PdS6, computed with the ωB97M-V functional and the def2-TZVPD basis.

Atoms and positions in Å:
Pd1 0.207 -0.736 0.473
S1 -0.282 6.596 -0.261
C1 -0.142 4.942 -0.071
S2 0.085 3.835 -1.363
C2 0.070 2.325 -0.456
C3 -0.095 2.465 0.885
S3 -0.124 1.247 2.104
S4 -0.259 4.128 1.434
S5 0.304 0.878 -1.380
C4 0.134 -4.153 3.914
As1 0.188 -2.482 2.880
C5 -1.503 -1.724 3.425
C6 1.540 -1.447 3.801
S6 0.832 -3.029 0.961
H1 -0.140 -3.962 4.953
H2 1.110 -4.634 3.865
H3 -0.608 -4.801 3.451
H4 -1.381 -1.498 4.488
H5 -2.287 -2.464 3.278
H6 -1.718 -0.838 2.835
H7 1.430 -1.581 4.878
H8 1.425 -0.400 3.520
H9 2.513 -1.806 3.470
C7 -2.063 -2.384 -1.518
C8 -2.777 -1.919 -0.235
O1 -1.988 -1.338 0.668
C9 -3.453 -3.177 0.407
F1 -4.138 -3.971 -0.463
F2 -2.520 -3.975 0.966
F3 -4.328 -2.872 1.395
C10 -3.908 -0.937 -0.655
F4 -4.508 -0.347 0.394
F5 -4.911 -1.537 -1.374
F6 -3.423 0.041 -1.433
H10 -1.359 -3.171 -1.249
H11 -1.497 -1.533 -1.895
H12 -2.756 -2.746 -2.280
C11 8.955 1.193 -0.497
C12 7.752 1.604 0.354
C13 8.107 1.346 1.826
C14 7.518 3.108 0.150
C15 6.483 0.836 -0.013
C16 6.444 -0.095 -1.045
C17 5.274 -0.782 -1.392
C18 4.135 -0.510 -0.674
O2 2.891 -1.014 -0.796
B1 2.076 -0.353 0.176
O3 2.926 0.513 0.915
C19 4.160 0.423 0.367
C20 5.306 1.096 0.709
H13 9.834 1.760 -0.182
H14 8.782 1.401 -1.555
H15 9.179 0.131 -0.386
H16 9.008 1.900 2.105
H17 8.287 0.282 1.994
H18 7.298 1.657 2.488
H19 8.416 3.675 0.414
H20 6.693 3.468 0.764
H21 7.270 3.316 -0.893
H22 7.338 -0.305 -1.617
H23 5.260 -1.499 -2.202
H24 5.276 1.819 1.515

- frontier orbital gap (hartree) = 0.1743
- total charge = -2
- E_tot (eV) = -173590.2231
- ΔE to the lowest compared entry with this formula, charge and spin (kJ/mol) = 0.00
- E_HOMO (eV) = -0.89
- 2S+1 = 1

Entry 3:
A molecular structure, C20H24BF4FeNOP2, computed with the ωB97M-V functional and the def2-TZVPD basis.

Atoms and positions in Å:
C1 2.032 2.611 -4.058
C2 2.135 2.584 -2.672
C3 1.313 3.459 -1.888
C4 0.300 4.259 -2.548
C5 0.245 4.232 -3.970
C6 1.093 3.430 -4.709
C7 -0.625 4.926 -1.737
C8 -0.552 4.871 -0.341
C9 0.502 4.070 0.246
C10 0.513 3.856 1.665
C11 -0.440 4.477 2.458
C12 -1.432 5.299 1.899
C13 -1.485 5.492 0.534
H1 2.677 1.956 -4.645
H2 -0.512 4.840 -4.466
H3 1.025 3.423 -5.798
H4 -1.409 5.521 -2.200
H5 -0.417 4.307 3.534
H6 -2.162 5.778 2.549
H7 -2.262 6.116 0.093
N1 1.349 3.381 -0.543
Fe1 0.468 0.511 0.159
C14 2.939 1.520 -1.963
H8 3.380 1.926 -1.043
H9 3.702 1.067 -2.601
C15 1.484 2.852 2.256
H10 2.418 2.844 1.679
H11 1.650 2.978 3.331
P1 1.822 0.143 -1.393
P2 0.883 1.102 2.111
C16 -0.380 0.883 3.364
H12 -0.715 -0.165 3.331
H13 0.075 1.134 4.330
H14 -1.228 1.541 3.142
C17 2.246 0.029 2.651
H15 2.464 0.319 3.685
H16 1.904 -1.016 2.584
H17 3.120 0.175 2.007
C18 1.272 -0.744 -2.855
H18 2.132 -0.996 -3.484
H19 0.747 -1.644 -2.509
H20 0.579 -0.093 -3.390
C19 3.036 -1.043 -0.688
H21 2.486 -1.956 -0.423
H22 3.798 -1.252 -1.450
H23 3.516 -0.631 0.207
C20 -1.341 0.311 0.287
O1 -2.421 0.427 0.714
H24 -0.136 0.929 -1.249
F1 -0.158 -2.409 -0.003
B1 -1.112 -3.426 0.422
F2 -1.075 -3.590 1.841
F3 -2.422 -3.014 0.081
F4 -0.732 -4.652 -0.205

- frontier orbital gap (alpha / beta) (hartree) = 0.1475 / 0.1993
- total charge = +1
- E_tot (eV) = -89173.7034
- E_HOMO (alpha / beta) (eV) = -9.40 / -12.24
- 2S+1 = 6

Entry 4:
A molecular structure, C20H24BLiO16, computed with the ωB97M-V functional and the def2-TZVPD basis.

Atoms and positions in Å:
Li1 6.658 -11.816 -14.677
O1 4.398 -8.279 -13.117
C1 3.499 -7.460 -12.989
O2 3.468 -6.269 -13.588
B1 2.240 -5.536 -13.181
O3 1.377 -6.534 -12.548
C2 2.066 -7.652 -12.374
O4 1.657 -8.706 -11.905
O5 1.558 -4.820 -14.311
C3 1.586 -3.549 -14.111
O6 1.203 -2.621 -14.835
C4 2.387 -3.289 -12.810
O7 2.622 -4.473 -12.235
O8 2.752 -2.242 -12.325
O9 6.310 -13.896 -11.219
C5 5.891 -13.993 -10.091
O10 6.714 -14.313 -9.069
C6 6.022 -14.552 -7.844
C7 4.708 -13.937 -8.145
C8 4.418 -13.923 -9.640
H1 6.598 -14.013 -7.092
H2 5.859 -15.603 -7.609
H3 4.756 -12.920 -7.756
H4 3.990 -14.474 -7.525
H5 4.015 -12.939 -9.878
H6 3.898 -14.809 -10.003
O11 8.981 -14.608 -16.804
C9 9.854 -15.298 -17.261
O12 11.121 -14.926 -17.186
C10 11.976 -15.900 -17.745
C11 11.149 -17.131 -17.914
C12 9.697 -16.644 -18.001
H7 12.808 -15.992 -17.047
H8 12.294 -15.653 -18.758
H9 11.260 -17.841 -17.095
H10 11.501 -17.562 -18.851
H11 8.946 -17.187 -17.427
H12 9.297 -16.552 -19.011
O13 3.429 -13.408 -16.484
C13 2.661 -14.202 -17.000
O14 1.852 -14.810 -16.234
C14 0.980 -15.659 -16.907
C15 1.777 -15.958 -18.125
C16 2.526 -14.653 -18.382
H13 -0.009 -15.322 -17.217
H14 0.759 -16.645 -16.499
H15 1.121 -16.111 -18.983
H16 2.406 -16.831 -17.950
H17 1.897 -14.019 -19.007
H18 3.506 -14.695 -18.856
O15 9.990 -9.303 -15.434
C17 11.035 -8.681 -15.279
O16 11.265 -8.053 -14.101
C18 12.622 -7.540 -13.916
C19 13.321 -8.246 -15.079
C20 12.253 -8.641 -16.122
H19 12.932 -7.836 -12.914
H20 12.687 -6.464 -14.076
H21 13.890 -9.097 -14.704
H22 14.108 -7.602 -15.471
H23 12.545 -9.496 -16.731
H24 12.148 -7.797 -16.803

- frontier orbital gap (hartree) = 0.2320
- E_tot (eV) = -54773.8451
- E_HOMO (eV) = -8.29
- 2S+1 = 1